# C20H13CuF6N5O9S3

C20H13CuF6N5O9S3 as an isolated structure (wB97M-V/def2-TZVPD, OMol25).

ORCA input file:
```
! RIJCOSX wB97M-V def2-TZVPD def2/J DEFGRID3
* xyz 0 2
Cu -0.056 1.218 -0.026
O 2.117 0.521 6.495
N 2.775 -0.152 5.732
O 3.690 -0.880 6.048
C 2.425 -0.095 4.292
C 3.432 -0.370 3.439
C 3.219 -0.292 2.029
C 4.205 -0.583 1.072
C 3.897 -0.487 -0.261
C 2.616 -0.069 -0.634
N 1.676 0.207 0.251
C 1.961 0.092 1.566
C 0.889 0.350 2.486
N -0.314 0.640 1.924
C -1.358 0.757 2.726
C -1.259 0.674 4.122
C -0.042 0.439 4.698
C 1.088 0.248 3.868
H 4.400 -0.645 3.830
H 5.195 -0.882 1.393
H 4.626 -0.703 -1.027
H 2.352 0.056 -1.676
H -2.315 0.920 2.273
H -2.155 0.829 4.712
H 0.051 0.386 5.770
N -1.828 1.618 -0.809
C -2.785 1.987 0.222
C -3.828 1.132 0.525
C -4.529 1.325 1.712
C -4.188 2.364 2.561
C -3.248 3.306 2.150
C -2.538 3.126 0.977
S -4.811 2.426 4.246
O -5.702 3.563 4.264
O -5.433 1.127 4.418
O -3.567 2.601 4.990
H -2.165 0.814 -1.332
H -1.721 2.390 -1.476
H -4.024 0.264 -0.093
H -5.272 0.615 2.049
H -3.010 4.123 2.819
H -1.740 3.803 0.708
F 3.747 2.790 -1.727
C 3.209 3.409 -0.679
F 3.505 2.709 0.419
F 3.708 4.620 -0.572
S 1.356 3.441 -0.855
O 1.005 2.200 -1.590
O 0.824 3.323 0.495
N 1.169 4.746 -1.619
S -0.257 5.183 -2.245
O -0.062 5.761 -3.525
O -1.264 4.179 -2.034
C -0.702 6.563 -1.100
F 0.247 7.488 -1.107
F -1.846 7.096 -1.510
F -0.851 6.095 0.135
*
```

As for the total energy: -5155.04662 Eh. For the molecular weight, the calculation gives 741.085 u. The HOMO-LUMO gap (spin up / spin down) is 6.0 / 5.3 eV. For the HOMO energy (spin up / spin down), the calculation gives -8.271 / -8.270 eV. The calculation puts the energy above the lowest of the compared OMol25 structures with the same formula, charge and spin at 0.0 kcal per mole.

=====

# C20H13F4N2

A 2-piece molecular cluster, C20H13F4N2 overall in a non-equilibrium geometry (wB97M-V/def2-TZVPD, OMol25).

ORCA input file:
```
! RIJCOSX wB97M-V def2-TZVPD def2/J DEFGRID3
* xyz 1 1
C 0.190 0.293 -2.120
C 1.302 1.037 -2.166
N 2.257 1.729 -2.194
N -1.082 0.817 -2.071
C -2.163 -0.048 -2.047
C -3.440 0.427 -2.031
C -3.661 1.796 -2.033
C -2.590 2.674 -2.048
C -1.319 2.182 -2.068
H 0.291 -0.776 -2.124
H -1.970 -1.108 -2.053
H -4.269 -0.261 -2.024
H -4.669 2.174 -2.025
H -2.763 3.738 -2.051
H -0.470 2.842 -2.092
F -1.984 -3.703 1.337
C -1.769 -2.393 1.596
C -2.810 -1.601 2.044
C -2.611 -0.255 2.289
F -3.636 0.513 2.722
C -1.368 0.293 2.088
C -0.278 -0.479 1.639
C 0.959 0.194 1.479
C 2.259 -0.218 1.096
C 3.266 0.769 1.093
C 4.561 0.483 0.737
F 5.511 1.445 0.780
C 4.897 -0.805 0.363
C 3.941 -1.805 0.357
F 4.283 -3.061 -0.006
C 2.645 -1.519 0.720
C -0.523 -1.844 1.398
H -3.781 -2.033 2.205
H -1.241 1.339 2.298
H 0.900 1.245 1.706
H 3.035 1.780 1.377
H 5.907 -1.027 0.073
H 1.951 -2.331 0.702
H 0.243 -2.504 1.054
*
```

As for the total energy: -1278.54596 Eh. For the molecular weight, the calculation gives 357.330 u. The HOMO-LUMO gap is 3.7 eV. For the HOMO energy, the calculation gives -10.176 eV. The calculation puts the energy above the lowest of the compared OMol25 structures with the same formula, charge and spin at 84.4 kcal per mole.

=====

# C20H13F5S

An isolated molecule of C20H13F5S in a non-equilibrium geometry (wB97M-V/def2-TZVPD, OMol25).

ORCA input file:
```
! RIJCOSX wB97M-V def2-TZVPD def2/J DEFGRID3
* xyz 0 1
F 6.068 0.819 -0.535
C 4.984 1.638 -0.700
F 5.382 2.907 -0.383
F 4.677 1.634 -2.046
C 3.794 1.189 0.088
C 2.865 2.150 0.481
C 1.704 1.708 1.102
C 1.446 0.306 1.172
S -0.109 -0.313 1.535
C 2.511 -0.612 0.965
C 3.667 -0.177 0.334
H 3.059 3.208 0.317
H 0.973 2.406 1.512
H 2.373 -1.652 1.262
H 4.453 -0.872 0.051
F -5.266 -3.598 2.781
C -4.311 -2.997 1.993
C -3.342 -3.795 1.379
C -2.398 -3.169 0.566
C -2.369 -1.758 0.412
C -1.107 -1.115 -0.092
C -1.086 0.037 -1.051
C 0.037 0.124 -1.906
C 0.403 1.327 -2.498
C -0.390 2.450 -2.237
F -0.049 3.647 -2.820
C -1.546 2.383 -1.468
C -1.923 1.159 -0.910
C -3.379 -1.000 1.026
C -4.378 -1.622 1.787
H -3.320 -4.871 1.544
H -1.589 -3.763 0.123
H -0.363 -1.875 -0.348
H 0.689 -0.752 -2.013
H 1.285 1.394 -3.131
H -2.149 3.277 -1.289
H -2.802 1.114 -0.272
H -3.327 0.090 1.027
H -5.168 -1.026 2.245
*
```

As for the total energy: -1667.43569 Eh. For the molecular weight, the calculation gives 380.381 u. The HOMO-LUMO gap is 7.9 eV. For the HOMO energy, the calculation gives -8.492 eV. The calculation puts the energy above the lowest of the compared OMol25 structures with the same formula, charge and spin at 4.8 kcal per mole. As for the structure (SMILES): Fc1ccc(C(Sc2ccc(C(F)(F)F)cc2)c2ccc(F)cc2)cc1.